Entry 1:
{"formula": "H21O11", "method": "the ωB97M-V functional and the def2-TZVPD basis", "species": ["O", "H", "H", "O", "H", "H", "O", "H", "H", "O", "H", "H", "O", "H", "H", "O", "H", "H", "O", "H", "O", "H", "H", "O", "H", "H", "O", "H", "H", "O", "H", "H"], "positions_angstrom": [[-1.89, -0.17, -3.77], [-1.37, 0.12, -3.03], [-2.21, 0.50, -4.35], [0.25, -1.73, 2.41], [1.18, -1.60, 2.28], [-0.21, -1.40, 1.52], [0.84, -0.11, -1.20], [1.34, -1.16, -4.00], [0.31, 1.50, 1.60], [-1.65, -0.27, 3.90], [-0.94, 0.18, 3.41], [-1.33, -1.19, 3.91], [3.57, -0.16, 0.78], [2.64, 0.10, 0.99], [3.39, -0.54, -0.14], [1.06, 1.50, 1.00], [1.77, 1.05, 1.42], [2.70, 1.01, -1.65], [2.37, 1.84, -1.96], [1.81, 2.11, -1.22], [2.04, -0.68, -3.50], [0.95, 0.77, -0.87], [1.65, -0.55, -2.60], [-0.74, -1.25, 0.27], [-0.82, -1.93, -0.45], [0.13, -0.64, -0.37], [-1.87, 3.33, 1.73], [-1.28, 2.57, 1.85], [-2.67, 2.87, 2.00], [-4.07, -2.22, 0.25], [-3.38, -1.75, -0.26], [-3.35, -2.85, 0.48]], "lowdin_charge": [-0.041, 0.008, 0.029, -0.101, 0.012, -0.035, -0.046, 0.058, 0.047, -0.075, 0.004, 0.023, -0.056, -0.008, 0.081, 0.013, 0.011, 0.005, 0.006, 0.028, -0.080, -0.006, -0.024, -0.018, 0.117, 0.055, -0.038, -0.003, 0.047, -0.073, 0.018, 0.045], "gap_ev": [10.783, 5.556], "multiplicity": 2, "molar_mass_g_mol": 197.2, "de_lowest_kcal_mol": 49.1, "homo_ev": [-11.53, -11.52], "s_squared": 0.7618, "charge": 0}

***

Entry 2:
{"formula": "H21O11", "method": "the ωB97M-V functional and the def2-TZVPD basis", "species": ["O", "H", "O", "H", "H", "O", "H", "H", "O", "H", "H", "O", "H", "H", "O", "H", "H", "O", "H", "H", "O", "H", "H", "O", "H", "H", "O", "H", "H", "O", "H", "H"], "positions_angstrom": [[-0.35, 0.53, 0.44], [0.30, -0.17, 0.23], [-0.91, 2.30, -1.65], [-0.96, 3.08, -1.09], [-0.93, 1.56, -1.03], [2.13, 0.53, 2.01], [2.17, 0.12, 2.87], [1.21, 0.44, 1.74], [-2.40, -0.61, -1.56], [-1.95, -0.70, -0.71], [-3.16, -1.19, -1.49], [2.05, 0.93, -0.97], [1.22, 0.81, -0.51], [1.86, 1.57, -1.66], [3.49, -1.08, -0.13], [3.50, -0.83, 0.79], [2.91, -0.44, -0.54], [-2.37, 0.34, 2.52], [-1.81, 0.34, 1.75], [-3.10, 0.92, 2.30], [0.21, -0.77, -2.87], [-0.28, -0.42, -3.61], [-0.29, -0.49, -2.10], [0.02, -1.91, 1.85], [0.06, -2.51, 1.10], [-0.12, -1.05, 1.46], [-0.82, 2.64, 1.78], [-1.40, 3.21, 1.29], [-0.64, 1.91, 1.19], [-0.18, -3.23, -1.00], [-0.24, -2.39, -1.46], [0.76, -3.41, -0.95]], "lowdin_charge": [-0.037, 0.048, -0.018, 0.040, -0.034, -0.019, 0.064, -0.019, -0.022, 0.004, 0.065, -0.002, -0.017, 0.081, -0.067, 0.005, -0.049, -0.018, -0.032, 0.046, -0.033, 0.060, -0.031, 0.005, 0.020, -0.038, 0.003, 0.047, -0.060, -0.031, -0.013, 0.054], "gap_ev": [10.233, 4.320], "multiplicity": 2, "molar_mass_g_mol": 197.2, "de_lowest_kcal_mol": 18.3, "homo_ev": [-10.59, -10.58], "s_squared": 0.7551, "charge": 0}

***

Entry 3:
{"formula": "H22NO9", "method": "the ωB97M-V functional and the def2-TZVPD basis", "species": ["N", "H", "H", "H", "H", "O", "H", "H", "O", "H", "H", "O", "H", "H", "O", "H", "H", "O", "H", "H", "O", "H", "H", "O", "H", "H", "O", "H", "H", "O", "H", "H"], "positions_angstrom": [[4.41, 4.02, 7.32], [3.56, 3.68, 7.43], [4.65, 4.58, 7.97], [4.40, 4.51, 6.61], [5.17, 3.29, 7.13], [0.42, 2.46, 7.13], [0.38, 2.25, 8.05], [0.86, 3.28, 6.94], [6.83, 4.40, 5.59], [6.96, 3.99, 4.86], [7.62, 4.71, 5.78], [5.66, 0.18, 5.91], [5.20, 0.93, 5.72], [5.29, 0.15, 6.79], [5.65, 6.83, 4.95], [5.98, 5.94, 5.16], [6.26, 7.16, 4.33], [3.46, 2.03, 9.86], [4.06, 2.43, 10.55], [2.66, 2.26, 10.14], [6.04, 6.88, 8.68], [6.49, 5.97, 8.82], [6.51, 7.58, 8.44], [7.09, 4.48, 9.04], [7.57, 4.77, 9.99], [7.71, 4.11, 8.45], [3.76, 2.13, 4.78], [3.79, 2.51, 3.99], [2.83, 1.96, 4.71], [1.76, 4.48, 9.44], [1.62, 4.43, 10.42], [1.23, 5.17, 9.10]], "lowdin_charge": [0.462, 0.078, 0.043, 0.032, 0.200, -0.031, 0.017, 0.009, 0.122, -0.021, 0.012, -0.003, -0.088, 0.040, -0.052, -0.021, 0.014, -0.022, 0.089, -0.063, -0.054, -0.005, -0.043, -0.085, 0.209, 0.020, 0.035, -0.019, 0.069, -0.053, 0.088, 0.022], "gap_ev": 10.644, "molar_mass_g_mol": 180.2, "de_lowest_kcal_mol": 151.9, "homo_ev": -13.96, "charge": 1}

***

Entry 4:
{"formula": "H22O11", "method": "the ωB97M-V functional and the def2-TZVPD basis", "species": ["O", "H", "H", "O", "H", "H", "O", "H", "H", "O", "H", "H", "O", "H", "H", "O", "H", "H", "O", "H", "H", "O", "H", "H", "O", "H", "H", "O", "H", "H", "O", "H", "H"], "positions_angstrom": [[-1.12, -3.69, 1.65], [-1.06, -3.24, 0.81], [-1.95, -4.16, 1.60], [0.36, -1.63, 2.78], [1.28, -1.88, 2.78], [-0.08, -2.31, 2.27], [-2.52, 1.42, -0.27], [-2.33, 2.26, 0.16], [-1.67, 1.07, -0.51], [-2.63, -0.27, 2.13], [-2.06, 0.15, 2.77], [-2.37, 0.11, 1.29], [-0.19, 0.02, -0.69], [-0.20, -0.62, 0.02], [0.65, 0.47, -0.60], [2.72, 0.44, -1.02], [3.34, 0.56, -0.29], [2.88, -0.45, -1.32], [-0.88, 0.72, -3.43], [-0.56, 0.82, -2.53], [-1.04, 1.61, -3.73], [1.93, 0.44, 2.16], [1.51, 1.10, 1.61], [1.22, -0.13, 2.45], [2.42, 1.86, -3.62], [2.01, 1.36, -2.93], [2.50, 2.75, -3.27], [-1.31, -2.65, -1.11], [-1.13, -1.78, -1.47], [-1.05, -3.25, -1.81], [0.64, 2.70, 1.16], [-0.30, 2.91, 1.14], [1.00, 3.29, 1.82]], "lowdin_charge": [-0.059, -0.007, 0.051, -0.063, 0.043, -0.012, -0.118, -0.013, -0.042, -0.092, 0.008, -0.037, -0.078, 0.035, 0.009, -0.064, 0.038, 0.041, -0.075, -0.030, 0.028, -0.111, -0.051, -0.045, -0.092, -0.021, 0.017, -0.051, 0.016, 0.047, -0.235, -0.042, 0.005], "gap_ev": [2.592, 10.228], "multiplicity": 2, "molar_mass_g_mol": 198.2, "de_lowest_kcal_mol": 16.2, "homo_ev": [0.08, -7.69], "s_squared": 0.7506, "charge": -1}

***

Entry 5:
{"formula": "H22O11", "method": "the ωB97M-V functional and the def2-TZVPD basis", "species": ["O", "H", "H", "O", "H", "H", "O", "H", "H", "O", "H", "H", "O", "H", "H", "O", "H", "H", "O", "H", "H", "O", "H", "H", "O", "H", "H", "O", "H", "H", "O", "H", "H"], "positions_angstrom": [[0.37, 4.88, 0.39], [-0.37, 5.51, 0.43], [0.48, 4.78, -0.56], [-2.06, 4.10, -2.79], [-2.14, 3.55, -1.98], [-2.39, 3.44, -3.41], [2.49, -2.74, -2.94], [3.04, -2.86, -2.13], [1.78, -2.17, -2.65], [-2.71, -1.45, -1.13], [-2.49, -1.22, -0.20], [-2.92, -2.39, -1.08], [0.83, -3.81, 1.87], [1.50, -3.97, 2.53], [0.11, -4.35, 2.21], [-0.72, 1.29, -1.56], [-1.61, 1.20, -1.91], [-0.69, 0.80, -0.73], [4.91, 1.93, -0.33], [4.50, 1.83, -1.24], [4.26, 2.43, 0.17], [-2.83, 0.37, 3.03], [-2.19, -0.35, 2.99], [-2.28, 1.13, 3.37], [2.12, -1.84, 3.87], [1.97, -1.61, 2.95], [2.85, -2.42, 4.08], [-3.44, 1.11, -1.04], [-3.95, 1.90, -0.90], [-4.03, 0.34, -1.03], [1.99, -2.83, -0.28], [1.13, -3.24, -0.39], [2.49, -3.36, 0.36]], "lowdin_charge": [-0.079, 0.033, 0.028, -0.081, 0.014, 0.027, -0.122, 0.018, 0.009, -0.156, 0.007, 0.014, -0.155, -0.006, 0.003, -0.107, -0.022, 0.002, -0.102, 0.061, 0.026, -0.161, -0.016, 0.032, -0.116, -0.001, 0.005, -0.095, 0.034, 0.024, -0.141, 0.012, 0.011], "gap_ev": [2.406, 10.380], "multiplicity": 2, "molar_mass_g_mol": 198.2, "de_lowest_kcal_mol": 47.7, "homo_ev": [0.15, -7.88], "s_squared": 0.7505, "charge": -1}

***

Entry 6:
{"formula": "H22O11", "method": "the ωB97M-V functional and the def2-TZVPD basis", "species": ["O", "H", "H", "O", "H", "H", "O", "H", "H", "O", "H", "H", "O", "H", "H", "O", "H", "H", "O", "H", "H", "O", "H", "H", "O", "H", "H", "O", "H", "H", "O", "H", "H"], "positions_angstrom": [[-1.79, 0.49, -0.46], [-1.96, 1.44, -0.61], [-0.84, 0.46, -0.67], [2.20, -2.72, -1.95], [1.23, -2.75, -1.89], [2.54, -1.83, -1.87], [-1.50, 3.25, -0.17], [-0.99, 3.19, 0.66], [-1.95, 4.08, 0.04], [0.63, 1.41, -2.32], [1.46, 1.38, -1.81], [0.62, 0.72, -2.98], [-0.46, 3.58, 2.48], [-0.01, 4.38, 2.21], [0.10, 2.84, 2.73], [1.52, 1.55, 2.18], [2.10, 2.03, 2.79], [1.09, 0.97, 2.83], [-0.58, 0.77, 4.05], [-1.30, 1.11, 3.53], [-0.83, 0.12, 4.72], [2.27, 0.78, -0.22], [1.94, 1.21, 0.61], [3.19, 0.65, 0.02], [0.13, -4.90, 0.10], [-0.54, -5.08, -0.56], [0.78, -4.36, -0.35], [-2.45, -1.59, -2.08], [-2.92, -1.93, -1.30], [-2.21, -0.77, -1.58], [-0.34, -3.65, -2.42], [0.02, -3.71, -3.31], [-1.15, -3.12, -2.41]], "lowdin_charge": [-0.067, 0.027, 0.036, -0.066, -0.011, 0.017, -0.064, 0.011, 0.053, -0.062, -0.007, 0.035, -0.048, 0.059, -0.002, -0.046, 0.089, 0.056, -0.036, 0.054, 0.059, -0.078, 0.002, 0.051, -0.070, 0.012, 0.004, -0.089, 0.052, -0.001, -0.058, 0.063, 0.023], "gap_ev": 10.385, "smiles": "O.O.O.O.O.O.O.O.O.O.O", "molar_mass_g_mol": 198.2, "de_lowest_kcal_mol": 27.9, "homo_ev": -10.54, "charge": 0}